Molecular formula: C4H32BO24
Method: DFT, ωB97M-V with the def2-TZVPD basis set

Each line ends with the Löwdin charge.
Element x y z (Å)
O: 28.00300 10.96800 0.90900  -0.006
O: 25.87500 15.59800 0.03200  -0.027
O: 20.62000 16.64500 5.53200  -0.051
O: 24.47100 11.85700 5.66100  0.013
O: 27.11400 11.49100 3.68500  0.175
O: 24.50500 12.55400 0.87000  -0.037
O: 25.06300 15.96500 7.08700  -0.038
O: 24.77100 17.34000 2.34700  0.119
O: 24.34400 14.68300 4.34900  0.259
O: 23.03000 17.93600 -0.00700  -0.063
O: 25.95200 13.24400 3.17100  0.255
O: 23.07200 14.05700 6.72200  -0.044
O: 26.00000 15.71500 3.17500  0.325
O: 23.03400 19.33900 3.94700  -0.057
O: 22.63100 12.28000 3.26100  -0.006
O: 23.04400 17.89900 7.57400  -0.051
O: 25.82400 12.57700 8.40100  -0.071
O: 28.10300 9.16900 4.37800  -0.079
O: 27.96500 12.92700 5.92000  0.151
O: 26.52100 14.40000 5.14700  0.291
O: 21.07100 13.95700 4.80100  -0.058
O: 25.47200 9.84400 1.58600  -0.061
O: 23.28300 16.62300 4.60600  0.135
O: 26.71800 10.66200 6.68900  -0.040
C: 23.94400 15.81200 3.95400  -0.370
C: 27.17800 13.32200 5.06300  -0.403
C: 26.87100 12.63800 3.82500  -0.418
C: 24.92200 16.35500 3.08100  -0.418
B: 25.74400 14.50500 3.93200  -0.857
H: 23.66100 17.78800 0.68400  -0.034
H: 22.77900 19.22100 4.85500  0.010
H: 26.19300 16.42300 0.30200  0.001
H: 24.99200 10.02200 0.79000  0.012
H: 22.42500 17.20500 7.70200  -0.001
H: 26.31700 12.15700 7.72300  -0.054
H: 22.29300 17.61900 0.56000  0.053
H: 23.13600 18.46600 3.55400  -0.010
H: 21.38400 13.25000 4.25300  -0.018
H: 27.44500 11.14200 6.32500  -0.003
H: 27.56200 8.70100 3.76000  0.006
H: 21.84300 14.09700 5.35500  -0.022
H: 27.99600 11.82000 0.64300  -0.017
H: 23.81300 17.49100 7.12300  0.010
H: 25.01900 15.45700 0.45400  0.029
H: 22.33900 13.93700 7.37000  0.111
H: 25.20300 12.78400 0.27900  0.020
H: 26.01100 10.76300 6.05800  0.007
H: 27.88100 10.48300 0.04800  0.098
H: 22.58400 11.31700 3.26400  0.081
H: 25.80700 15.44800 6.76100  0.052
H: 27.81300 10.10900 4.25500  -0.009
H: 20.15100 15.83600 5.39300  -0.003
H: 21.53100 16.57200 5.27700  -0.036
H: 26.29100 10.35100 1.51100  -0.026
H: 24.26800 12.66400 6.10000  0.002
H: 23.51700 12.55700 3.35600  -0.005
H: 23.56300 14.86000 6.79600  -0.005
H: 24.90300 15.79600 8.03600  0.090
H: 25.71400 11.89500 9.11100  0.063
H: 24.93500 12.38400 1.71900  0.003
H: 23.65700 11.69200 5.21400  0.029

ΔE to the lowest compared entry with this formula, charge and spin in eV: 3.0015
Charge: -1
E_tot in eV: -54491.799
Orbital gap in eV: 9.69
Max |F| in eV Å⁻¹: 7.18


Molecular formula: C4H32BO24
Method: DFT, ωB97M-V with the def2-TZVPD basis set

Each line ends with the Löwdin charge.
Element x y z (Å)
O: 1.10274 1.96631 -1.87389  0.092
O: -2.17549 -4.10429 -1.51693  -0.052
O: -3.19783 -0.76715 2.20296  0.101
O: -5.45351 2.90099 0.11539  -0.056
O: 4.69058 1.08686 1.17850  -0.050
O: 0.50333 -1.13796 -0.40610  0.233
O: -2.56899 -4.78752 6.98467  -0.057
O: 0.28838 -0.51454 1.92957  0.224
O: 0.22600 1.09996 0.02031  0.254
O: -0.76067 -1.06788 3.93283  0.079
O: -3.64866 1.53386 6.18410  -0.053
O: 2.02168 -4.38049 6.69887  -0.055
O: 4.31004 -1.81453 3.91112  -0.049
O: -2.29571 3.06495 -4.56988  -0.049
O: 1.45268 -0.91320 -2.47379  0.107
O: 0.46526 4.90981 1.94451  -0.052
O: 2.77499 6.19191 -2.90657  -0.055
O: -1.14817 -2.54566 -6.36580  -0.056
O: 5.61892 -3.24161 -4.08519  -0.056
O: 4.01521 -3.08118 -7.90815  -0.056
O: -2.21575 5.17067 -1.21427  -0.052
O: -1.56009 -0.55763 0.62879  0.244
O: 2.61752 3.65959 -6.76061  -0.056
O: -6.68715 -3.57811 4.34164  -0.057
C: -0.75418 -0.78783 2.70752  -0.334
C: 0.75143 1.04007 -1.12934  -0.415
C: 0.98866 -0.44144 -1.43763  -0.345
C: -2.00993 -0.65677 1.84905  -0.361
B: -0.15407 -0.24466 0.53725  -0.870
H: -4.50149 2.89487 0.21467  0.027
H: 3.51267 3.84701 -7.04312  0.027
H: 4.67396 -3.20608 -7.22501  0.020
H: -2.04744 -2.40387 -6.07009  0.027
H: -2.41560 -3.19565 -1.33541  0.026
H: -0.69014 -1.73673 -6.13758  0.029
H: 4.52813 0.24726 1.60851  0.019
H: -6.16029 -2.88612 3.94188  0.030
H: 1.75295 -3.50433 6.97519  0.030
H: 0.22877 4.85757 2.87057  0.029
H: -1.51669 2.79377 -5.05549  0.030
H: -3.21841 -5.07564 6.34321  0.028
H: 5.34651 -2.37187 -3.79266  0.032
H: 3.76163 -2.59483 3.99239  0.031
H: 2.50115 5.29130 -2.73293  0.026
H: -2.23488 -3.96202 6.63374  0.029
H: 5.08961 -2.01404 4.42948  0.025
H: -2.51247 3.92668 -4.92578  0.028
H: -6.67702 -4.28841 3.70008  0.027
H: -3.02564 1.53533 6.91078  0.024
H: -4.17896 0.74940 6.32422  0.028
H: 5.19463 1.59034 1.81777  0.024
H: 2.39982 6.69975 -2.18714  0.027
H: 2.71554 3.28579 -5.88488  0.029
H: 3.19626 -2.94908 -7.43055  0.029
H: -1.41944 5.07883 -0.69111  0.021
H: -5.76537 3.46057 0.82662  0.025
H: 5.33705 -3.82968 -3.38450  0.030
H: 0.78394 4.03346 1.72840  0.028
H: -1.81347 -4.08447 -2.40281  0.025
H: 1.97604 -4.90813 7.49621  0.026
H: -2.01854 4.71621 -2.03330  0.017

ΔE to the lowest compared entry with this formula, charge and spin in eV: 3.6637
Charge: -1
E_tot in eV: -54491.137
Orbital gap in eV: 9.70
Max |F| in eV Å⁻¹: 4.54


Molecular formula: C4H32N2O13
Method: DFT, ωB97M-V with the def2-TZVPD basis set

Each line ends with the Löwdin charge.
Element x y z (Å)
O: 0.58772 -0.12922 -3.56741  -0.105
O: -0.55059 -2.99370 -1.77608  -0.031
O: -1.64910 4.37642 -0.45338  -0.113
O: 1.16222 -3.35099 2.94946  0.091
O: -3.90717 -1.05625 1.72787  -0.047
O: 2.59617 0.96977 2.89550  -0.129
O: 3.07892 1.76034 -1.91322  -0.136
O: 2.34253 -1.60751 2.32257  0.061
O: -2.16856 -0.65511 -3.04445  -0.014
O: -3.57380 2.20480 -1.00746  -0.025
O: 3.80476 0.43258 0.54280  -0.121
O: -4.42542 -0.77160 -0.55299  0.081
O: 3.17144 -0.47804 -3.07476  -0.017
N: -0.37269 -0.56767 1.28089  -0.057
N: -0.03402 1.22240 -0.81105  0.047
C: -0.26031 -1.49824 2.44437  -0.123
C: -0.28807 0.88205 1.62908  -0.227
C: 1.12764 -2.21182 2.54919  -0.481
C: 0.59775 1.60173 0.57017  -0.161
H: -0.15179 0.34759 -1.15410  -0.020
H: -4.41433 2.55147 -0.83620  0.017
H: 0.20831 1.38305 2.47250  0.091
H: -2.65914 4.43818 -0.81550  0.117
H: -1.21088 3.60151 -0.74233  -0.043
H: -3.08785 -0.87896 1.23865  0.037
H: 2.44393 1.88738 2.64344  0.057
H: -3.53145 1.24071 -0.92586  0.015
H: -4.85546 -0.17997 -1.05593  -0.005
H: 3.48265 0.91670 -2.33958  0.030
H: -0.98368 1.52134 -0.83186  0.029
H: 3.73530 0.54665 1.51228  -0.008
H: -1.22476 -2.40050 -1.53220  -0.023
H: 3.32776 1.21468 0.03124  0.058
H: 3.26041 -1.36794 -2.67312  0.098
H: 3.65076 2.51202 -2.22869  0.066
H: 0.05066 0.36125 -4.21743  0.066
H: 2.33175 1.11492 3.97053  0.210
H: -3.76270 -0.56677 2.53201  0.051
H: 0.13779 -2.29596 -1.93177  0.054
H: 0.62779 0.47543 -2.71642  0.072
H: 1.52524 1.23185 0.62378  0.012
H: 2.24611 -0.60485 2.21075  0.061
H: -1.33359 1.31101 1.52069  0.122
H: -1.76184 -1.49416 -2.89038  -0.006
H: -2.90898 -0.64451 -2.47346  -0.008
H: 2.40853 -0.54507 -3.54873  -0.045
H: -0.51964 -1.05194 3.47770  0.147
H: -1.08412 -2.25850 2.28290  0.124
H: 0.44272 2.65267 0.71278  0.107
H: 0.44345 -0.90443 0.69310  0.126
H: -4.80090 -0.95222 0.15800  -0.103

ΔE to the lowest compared entry with this formula, charge and spin in eV: 7.9413
E_tot in eV: -34260.764
Orbital gap in eV: 9.16
Max |F| in eV Å⁻¹: 11.94


Molecular formula: C4H32NO12
Method: DFT, ωB97M-V with the def2-TZVPD basis set

Each line ends with the Löwdin charge.
Element x y z (Å)
O: 0.39455 -3.10487 -2.97622  -0.070
O: 3.85692 0.93859 1.74385  -0.046
O: 0.32507 3.36072 0.62498  -0.102
O: 2.55421 3.74256 -1.03462  -0.043
O: 0.56438 -2.29896 1.05791  -0.061
O: -0.27262 4.13253 -1.91989  -0.043
O: 1.71789 -3.66523 -0.94093  -0.070
O: -2.21398 -2.61019 -2.53696  -0.079
O: -1.89436 0.79079 -0.63395  -0.060
O: 1.81602 2.31376 2.73404  -0.073
O: -3.87008 -0.79562 -1.34404  -0.063
O: -1.97178 -3.21819 2.27488  -0.040
N: -0.90559 1.17654 1.84100  0.261
C: 0.44459 0.41611 -0.93275  -0.006
C: -0.87443 -0.13731 -0.33833  -0.359
C: -0.80927 -0.17968 1.22874  -0.220
C: 0.28975 -1.12321 1.74715  -0.238
H: -3.27437 -1.52598 -1.61772  0.007
H: 0.74874 -3.19711 -3.87755  0.077
H: 0.13626 0.38101 -2.00316  0.107
H: -1.67860 -0.85795 1.44887  0.150
H: 0.37726 3.48506 -0.35264  -0.007
H: -1.11582 1.80609 1.04950  0.133
H: 4.67735 0.80284 2.22641  0.067
H: 0.97227 1.29509 -0.55048  0.065
H: -1.64015 1.19690 2.51951  0.172
H: 3.48392 3.93110 -1.19890  0.058
H: -0.20575 -2.92230 1.12697  0.108
H: 3.89697 1.75293 1.22338  0.059
H: 2.16818 -2.81868 -1.05883  0.052
H: 1.99311 4.42686 -1.41228  0.034
H: -0.06361 4.63816 -2.71831  0.073
H: -2.48608 -3.29921 -3.15985  0.066
H: 2.21853 2.64307 3.54673  0.066
H: 1.29776 3.28781 0.66990  0.014
H: 2.32894 1.48006 2.60754  0.015
H: 0.06418 1.38827 2.07768  0.107
H: -1.12143 -1.06830 -0.90216  0.144
H: -2.73626 0.28174 -0.64731  0.054
H: 0.82311 -3.82558 -2.49131  0.032
H: 1.19628 -0.57496 2.09392  0.124
H: -1.40287 -3.71405 2.87998  0.062
H: 1.22084 -0.37510 -0.91917  0.077
H: -4.47124 -0.85167 -2.10231  0.073
H: -2.83694 -3.54344 2.56087  0.068
H: 1.46304 -3.51491 -0.00137  0.039
H: 0.01764 -1.39824 2.79479  0.127
H: -1.24319 -2.56846 -2.73098  0.014
H: -1.14308 4.44730 -1.64893  0.074

ΔE to the lowest compared entry with this formula, charge and spin in eV: 2.0557
Charge: +1
E_tot in eV: -30721.225
Orbital gap in eV: 10.46
Max |F| in eV Å⁻¹: 5.01